1.
A molecular structure, C32H26BaBr2N8O7P2S2 in a non-equilibrium geometry. Source: OMol25; level of theory: the ωB97M-V functional and the def2-TZVPD basis.

ORCA input file:
```
! wB97M-V def2-TZVPD RIJCOSX def2/J DEFGRID3
* xyz -2 1
Ba -1.2661 0.2466 1.0212
C 2.1787 2.0753 1.2196
N 1.1019 2.3452 0.2789
C 1.5874 2.6030 -1.0625
C 2.0775 1.3525 -1.7350
C 3.2547 1.3500 -2.4808
C 3.6562 0.1767 -3.0946
C 2.8681 -0.9520 -2.9442
C 1.7119 -0.8507 -2.1798
N 1.3256 0.2721 -1.6060
C 0.3333 3.4649 0.7852
C -0.9473 3.7281 0.0496
C -1.2356 5.0117 -0.4194
C -2.4627 5.2587 -1.0079
C -3.3556 4.2092 -1.1405
C -2.9658 2.9568 -0.6832
N -1.8092 2.7327 -0.0802
C 3.0719 0.9334 0.8412
C 4.4172 1.1519 0.5426
C 5.2268 0.0720 0.2432
C 4.6669 -1.1961 0.2421
C 3.3217 -1.3142 0.5614
N 2.5591 -0.2861 0.8706
H 2.8116 2.9773 1.3602
H 1.6979 1.8144 2.1659
H 0.7412 2.9627 -1.6559
H 2.3849 3.3750 -1.0772
H 3.8462 2.2505 -2.5765
H 4.5696 0.1481 -3.6757
H 3.1495 -1.8890 -3.4026
H 1.0644 -1.6959 -1.9959
H 0.0632 3.2244 1.8138
H 0.9410 4.3929 0.7855
H -0.5116 5.8086 -0.3119
H -2.7134 6.2525 -1.3585
H -4.3231 4.3528 -1.5996
H -3.6126 2.0948 -0.7992
H 4.8102 2.1587 0.5361
H 6.2751 0.2153 0.0101
H 5.2620 -2.0636 -0.0028
H 2.8270 -2.2761 0.5804
O -1.9846 2.8344 2.9774
P -1.0500 1.7426 3.8074
O -0.4408 2.4695 4.9443
O -0.2024 1.0526 2.8028
O -2.2262 0.7726 4.3568
P -2.3012 -0.7358 3.7347
O -3.6068 -1.2500 4.5696
O -1.1344 -1.5435 4.1330
O -2.7315 -0.6455 2.3073
H -2.3423 3.3812 3.6726
H -4.3582 -0.9867 4.0436
S -3.5104 -0.5319 -1.1240
C -3.2604 -0.3889 -2.8429
C -4.0500 -1.2911 -3.5640
N -4.6789 -2.0778 -4.1306
C -2.4227 0.4424 -3.5755
S -1.2900 1.5904 -2.9910
C -2.4866 0.3772 -4.9755
N -2.5032 0.3888 -6.1309
Br -3.5610 -6.3841 -1.8594
C -2.4336 -4.8816 -1.5231
C -2.2979 -3.9077 -2.4981
C -1.4110 -2.8769 -2.2129
N -0.7338 -2.7751 -1.0892
C -0.9111 -3.6951 -0.1347
C -1.7494 -4.8029 -0.3312
C -0.1977 -3.4707 1.1248
C 0.2059 -4.5384 1.9349
C 0.9026 -4.2365 3.0863
Br 1.5660 -5.6584 4.1694
C 1.1763 -2.9326 3.4332
C 0.7064 -1.9421 2.5712
N 0.0818 -2.2022 1.4455
H -2.8628 -3.9267 -3.4157
H -1.2235 -2.1091 -2.9499
H -1.8749 -5.5543 0.4323
H 0.0118 -5.5632 1.6576
H 1.6906 -2.6800 4.3429
H 0.8928 -0.9074 2.7860
*
```

Calculated values
**ΔE to the lowest compared entry with this formula, charge and spin**: 50.6 kcal per mole
**Gap between HOMO and LUMO**: 4.4 eV
**Lowest unoccupied orbital energy**: 3.538 eV
**HOMO level**: -0.86 eV
**Electronic energy**: -8852.82991 Eh

***

2.
2 unconnected molecules or ions with the total composition C7H13ClN2 in a non-equilibrium geometry. Source: OMol25; level of theory: the ωB97M-V functional and the def2-TZVPD basis.

ORCA input file:
```
! wB97M-V def2-TZVPD RIJCOSX def2/J DEFGRID3
* xyz 0 1
C 2.8181 -0.0373 -1.4477
C 2.4113 0.1929 -0.2320
C 3.2705 0.0354 0.9257
C 0.9546 0.5726 0.0157
C 0.5389 2.0043 0.0275
C 0.0304 -0.3802 0.2259
Cl 0.4419 -1.9639 0.4257
H 3.8610 -0.4853 -1.6514
H 2.0798 -0.2999 -2.2328
H 4.2146 -0.1149 0.5390
H 3.2767 0.7924 1.7740
H 2.9895 -0.8964 1.3259
H 1.2571 2.5309 0.7559
H 0.7308 2.6360 -0.9501
H -0.4596 2.0467 0.4840
H -0.9957 -0.3565 0.1787
C -4.2238 -0.3233 0.9158
N -3.2541 -0.6498 0.1547
N -3.4930 -1.4668 -0.8552
H -5.1417 -0.7291 0.5745
H -4.1747 0.1751 1.8592
H -4.4047 -1.6555 -1.2997
H -2.7278 -1.6273 -1.5131
*
```

Calculated values
**ΔE to the lowest compared entry with this formula, charge and spin**: 21.7 kcal per mole
**Gap between HOMO and LUMO**: 9.5 eV
**Lowest unoccupied orbital energy**: 0.912 eV
**HOMO level**: -8.60 eV
**Electronic energy**: -844.08305 Eh

***

3.
A molecular structure, C14H35EuN3S2 in a non-equilibrium geometry. Source: OMol25; level of theory: the ωB97M-V functional and the def2-TZVPD basis.

ORCA input file:
```
! wB97M-V def2-TZVPD RIJCOSX def2/J DEFGRID3
* xyz 3 7
Eu 0.2100 -0.1464 -0.0835
S -1.8388 2.1914 -0.1755
S -1.8114 -2.4403 0.0376
C -3.6614 2.3479 -0.2881
C -1.4874 2.3629 -1.9675
C -1.9070 1.1432 -2.7771
N -1.1074 -0.0860 -2.4294
C -1.7563 -1.4204 -2.6598
C -1.2828 -2.5297 -1.7232
H -0.4245 2.5712 -2.1237
H -2.0710 3.2298 -2.2938
H -1.7873 1.3777 -3.8431
H -2.9580 0.9107 -2.6059
H -1.5471 -1.7456 -3.6878
H -2.8324 -1.2796 -2.5764
H -0.1871 -2.5996 -1.7445
H -1.6979 -3.4820 -2.0722
C -3.6313 -2.5637 -0.1782
H -0.2819 -0.0429 -3.0124
H -4.0009 -1.7238 -0.7734
H -4.0751 -2.5050 0.8281
H -3.9248 -3.5221 -0.6294
H -4.0521 2.3677 0.7387
H -4.0769 1.4752 -0.8067
H -3.9629 3.2739 -0.7922
C 3.5214 0.0642 -1.3662
C 4.2457 0.0949 -0.2221
H 3.3971 0.9764 -1.9648
H 3.2232 -0.8810 -1.8484
H 4.6375 1.0293 0.1996
H 4.5578 -0.7991 0.3350
C 0.7997 2.5966 2.2586
N 1.2961 1.7108 1.2092
C 1.8030 2.4785 0.0606
C 2.2026 0.6728 1.6923
C 1.6351 -0.4126 2.6261
N 0.8660 -1.5080 1.9544
C 1.6518 -2.4412 1.1361
C 0.1003 -2.2576 2.9493
H 0.2343 3.3968 1.7675
H 1.6218 3.0376 2.8493
H 0.1280 2.0295 2.9180
H 2.7596 2.9946 0.2733
H 1.9721 1.8266 -0.8159
H 1.0487 3.2296 -0.2175
H 2.6151 0.1548 0.8065
H 3.1061 1.0944 2.1755
H 2.5245 -0.8429 3.1403
H 0.9714 0.0306 3.3876
H 2.4529 -2.9293 1.7210
H 0.9626 -3.2209 0.7829
H 2.1148 -1.9573 0.2470
H 0.7665 -2.7704 3.6589
H -0.5529 -1.5696 3.4976
H -0.5094 -2.9925 2.4278
*
```

Calculated values
**Gap between HOMO and LUMO (spin up / spin down)**: 5.6 / 8.6 eV
**Lowest unoccupied orbital energy (spin up / spin down)**: -13.196 / -10.240 eV
**HOMO level (spin up / spin down)**: -18.78 / -18.80 eV
**Electronic energy**: -2224.32966 Eh